Record 1
# C16H34N3OPSSiW

A molecular structure, C16H34N3OPSSiW (ωB97M-V/def2-TZVPD, the Open Molecules 2025 dataset).

Element x y z (Å)
W -0.086 0.049 -0.641
Si 0.170 -2.249 -1.753
P 0.561 1.242 -2.576
N -1.850 0.089 -0.687
H 0.633 1.415 0.305
C 0.841 2.995 -2.466
H 0.986 3.418 -3.467
H 1.735 3.188 -1.866
H -0.008 3.498 -1.991
C 1.948 0.570 -3.505
H 2.083 1.171 -4.412
H 1.772 -0.470 -3.798
H 2.864 0.617 -2.907
C -0.873 1.062 -3.707
H -0.648 1.585 -4.646
H -1.778 1.501 -3.268
H -1.079 0.009 -3.933
C 1.889 -3.032 -1.912
H 2.317 -3.243 -0.928
H 2.577 -2.379 -2.457
H 1.807 -3.976 -2.459
H -0.692 -3.307 -1.176
H -0.324 -2.155 -3.157
C -3.159 -0.003 -0.857
C -5.362 0.833 -0.512
C -4.013 0.946 -0.263
C -3.634 -1.045 -1.692
C -4.990 -1.118 -1.917
C -5.860 -0.189 -1.333
H -6.039 1.550 -0.060
H -3.570 1.721 0.361
H -2.909 -1.748 -2.120
H -5.373 -1.909 -2.552
H -6.933 -0.263 -1.519
C 3.242 -0.130 0.346
O 2.305 -0.420 -0.398
C 3.073 0.496 1.658
H 3.966 1.045 1.942
H 2.861 -0.251 2.431
H 2.238 1.207 1.636
C 4.576 -0.504 -0.185
H 5.152 0.407 -0.335
H 4.492 -1.045 -1.132
H 5.099 -1.115 0.541
C 1.029 1.204 5.245
N 0.420 1.147 3.967
C -0.005 0.008 3.360
S 0.014 -0.030 1.581
N -0.434 -1.143 3.958
C -1.026 -1.214 5.238
H 1.073 0.208 5.667
H 0.421 1.862 5.852
H 2.038 1.605 5.169
H 0.529 1.949 3.337
H -0.550 -1.940 3.321
H -2.038 -1.605 5.166
H -0.423 -1.887 5.833
H -1.057 -0.226 5.675

Results
relative energy (zero: lowest compared OMol25 entry of this formula, charge and spin): 0.000 eV
net charge: +2
gap between HOMO and LUMO (alpha / beta): 6.04 / 5.87 eV

Atom charges from the Löwdin analysis, given in e for atoms 1 to 5: atom 1 (W): 0.82, atom 2 (Si): 0.47, atom 3 (P): 0.63, atom 4 (N): -0.19, atom 5 (H): -0.05

***

Record 2
# C16H34N7OPtSSe2

A molecular structure, C16H34N7OPtSSe2 (ωB97M-V/def2-TZVPD, the Open Molecules 2025 dataset).

Element x y z (Å)
Pt 0.700 0.237 -0.706
C -0.325 3.913 -1.632
Se 0.778 2.450 -2.311
C -0.513 1.651 -3.544
C -1.882 1.339 -2.970
Se -1.897 0.165 -1.391
C -2.908 1.354 -0.230
H -1.110 4.140 -2.349
H 0.321 4.781 -1.528
H -0.746 3.645 -0.667
H -0.013 0.758 -3.914
H -0.628 2.343 -4.378
H -2.483 0.843 -3.729
H -2.402 2.246 -2.668
H -3.821 1.643 -0.744
H -2.316 2.225 0.039
H -3.162 0.791 0.665
C 1.996 -4.323 1.300
N 1.686 -4.013 -0.085
C 1.830 -5.102 -1.046
C 1.513 -4.419 -2.363
N 0.695 -3.295 -1.921
C 0.079 -2.430 -2.902
C 0.900 -3.014 -0.604
N 0.393 -1.956 -0.017
C 0.373 -1.812 1.432
C -0.601 -0.715 1.821
N -0.111 0.577 1.359
C -0.404 1.700 1.942
N -1.396 1.971 2.837
C -2.439 1.123 3.384
C -1.327 3.335 3.344
C -0.171 3.950 2.555
N 0.272 2.871 1.677
C 1.670 2.922 1.285
H 2.808 -5.047 1.295
H 1.153 -4.772 1.831
H 2.345 -3.450 1.839
H 1.123 -5.908 -0.821
H 2.841 -5.504 -1.016
H 0.952 -5.058 -3.042
H 2.415 -4.059 -2.861
H 0.398 -2.754 -3.890
H 0.396 -1.400 -2.773
H -1.011 -2.482 -2.849
H 1.354 -1.536 1.835
H 0.031 -2.723 1.924
H -0.693 -0.743 2.908
H -1.574 -0.962 1.377
H -2.700 0.316 2.711
H -3.329 1.735 3.532
H -2.154 0.704 4.352
H -1.145 3.339 4.420
H -2.274 3.846 3.164
H 0.643 4.256 3.215
H -0.474 4.822 1.974
H 2.316 3.012 2.165
H 1.839 3.788 0.644
H 1.950 2.029 0.742
O 3.977 -2.080 -2.167
S 3.693 -1.108 -1.118
N 2.570 -0.155 -1.333

Results
2S+1: 3
relative energy (zero: lowest compared OMol25 entry of this formula, charge and spin): 0.000 eV
net charge: +1
gap between HOMO and LUMO (alpha / beta): 7.53 / 7.90 eV

Atom charges from the Löwdin analysis, given in e for atoms 1 to 5: atom 1 (Pt): 0.75, atom 2 (C): -0.35, atom 3 (Se): 0.93, atom 4 (C): -0.53, atom 5 (C): -0.50

***

Record 3
# C16H34O3P2PtS

A molecular structure, C16H34O3P2PtS (ωB97M-V/def2-TZVPD, the Open Molecules 2025 dataset).

Element x y z (Å)
P 0.625 -2.680 0.641
P 0.017 3.024 1.699
C 0.856 0.449 0.414
C 0.816 2.010 0.374
H 0.224 0.120 1.255
H 1.900 0.154 0.636
H 1.859 2.365 0.349
H 0.372 2.353 -0.572
C -1.523 3.655 1.022
H -1.697 4.673 1.394
H -2.386 3.026 1.275
H -1.425 3.705 -0.070
C 0.988 4.315 2.455
H 0.902 5.232 1.856
H 2.042 4.005 2.510
H 0.623 4.520 3.475
C -0.457 -4.103 0.279
H -0.293 -4.903 1.014
H -0.267 -4.483 -0.732
H -1.500 -3.765 0.331
C 2.336 -3.313 0.607
H 3.024 -2.476 0.788
H 2.551 -3.726 -0.388
H 2.483 -4.084 1.375
Pt 0.441 -1.025 -1.228
C 0.810 0.469 -2.593
C -0.576 0.502 -2.177
C -1.672 -0.002 -3.078
C -1.457 -1.464 -3.524
C -0.516 -2.232 -2.612
C 0.910 -2.268 -2.830
C 1.528 -1.531 -3.999
C 1.208 -0.023 -3.973
C 0.261 -2.292 2.379
H 1.483 1.214 -2.149
H -0.875 1.294 -1.487
H -1.814 0.667 -3.936
H -2.616 0.042 -2.516
H -2.425 -1.981 -3.491
H -1.145 -1.517 -4.575
H -0.951 -3.156 -2.210
H 1.427 -3.194 -2.550
H 1.222 -1.983 -4.950
H 2.617 -1.653 -3.951
H 2.102 0.528 -4.284
H 0.427 0.228 -4.696
H 1.008 -1.596 2.789
H 0.270 -3.220 2.977
H -0.729 -1.825 2.469
C -1.774 2.589 4.983
S -1.650 1.359 3.681
O -1.153 0.099 4.164
O -2.742 1.446 2.744
O -0.260 1.991 2.897
H -0.799 2.685 5.475
H -2.523 2.227 5.699
H -2.106 3.548 4.566

Results
2S+1: 5
relative energy (zero: lowest compared OMol25 entry of this formula, charge and spin): 0.000 eV
net charge: +2
gap between HOMO and LUMO (alpha / beta): 5.75 / 6.07 eV

Atom charges from the Löwdin analysis, given in e for atoms 1 to 5: atom 1 (P): 0.76, atom 2 (P): 0.85, atom 3 (C): -0.23, atom 4 (C): -0.28, atom 5 (H): 0.02

***

Record 4
# C16H35BBrO9

5 unconnected molecules or ions with the total composition C16H35BBrO9 (ωB97M-V/def2-TZVPD, the Open Molecules 2025 dataset).

Element x y z (Å)
O 2.564 -0.699 -5.276
B 1.472 0.304 -5.357
Br -0.306 -0.821 -5.518
H 3.366 -0.296 -5.616
H 1.394 0.971 -4.349
H 1.554 1.008 -6.357
O 2.632 2.533 -3.003
C 3.796 2.689 -3.225
O 4.584 1.594 -3.371
C 5.937 1.653 -3.812
C 6.902 1.901 -2.669
C 4.431 4.065 -3.284
H 6.053 2.387 -4.613
H 6.121 0.672 -4.251
H 6.729 2.872 -2.203
H 7.932 1.871 -3.029
H 6.775 1.134 -1.905
H 4.693 4.363 -2.268
H 3.681 4.755 -3.665
H 5.318 4.133 -3.907
O 3.867 -1.798 -0.365
C 2.815 -1.738 -0.957
O 1.815 -2.547 -0.516
C 0.476 -2.438 -1.018
C 0.282 -3.211 -2.301
C 2.593 -0.866 -2.163
H 0.202 -1.389 -1.141
H -0.150 -2.844 -0.221
H 0.912 -2.813 -3.096
H -0.752 -3.131 -2.637
H 0.529 -4.265 -2.160
H 2.907 -1.390 -3.068
H 3.213 0.020 -2.062
H 1.569 -0.544 -2.328
O -2.442 0.688 4.339
C -1.709 -0.195 3.969
O -0.392 -0.081 4.220
C 0.541 -1.146 3.970
C 1.038 -1.161 2.543
C -2.224 -1.373 3.175
H 0.107 -2.103 4.263
H 1.362 -0.947 4.657
H 0.228 -1.339 1.835
H 1.787 -1.940 2.402
H 1.488 -0.201 2.290
H -2.246 -1.089 2.123
H -3.243 -1.578 3.496
H -1.634 -2.280 3.276
O -8.074 -2.035 3.338
C -7.769 -0.884 3.516
O -6.526 -0.483 3.184
C -6.119 0.895 3.213
C -5.655 1.318 4.588
C -8.722 0.097 4.165
H -6.914 1.534 2.824
H -5.292 0.948 2.507
H -6.459 1.255 5.323
H -5.284 2.342 4.565
H -4.840 0.672 4.910
H -8.617 0.007 5.246
H -9.733 -0.192 3.890
H -8.563 1.134 3.886

Results
net charge: -1
gap between HOMO and LUMO: 6.59 eV

Atom charges from the Löwdin analysis, given in e for atoms 1 to 5: atom 1 (O): -0.21, atom 2 (B): -0.99, atom 3 (Br): 0.30, atom 4 (H): 0.03, atom 5 (H): -0.02